Entry 1:
{"formula": "C3H8O2", "method": "wB97M-V/def2-TZVPD", "de_lowest_ev": 1.665, "largest_force_ev_per_a": 2.794, "smiles": "OCCCO", "homo_ev": -10.28, "elements": ["O", "C", "C", "C", "O", "H", "H", "H", "H", "H", "H", "H", "H"], "coordinates": [[0.255059, -2.221191, -1.117990], [-0.046562, -1.336623, -0.084120], [-0.049467, 0.163447, -0.435993], [0.039226, 1.064416, 0.939730], [-0.206673, 2.453227, 0.806874], [0.106710, -1.728218, -1.962262], [0.831480, -1.507143, 0.557316], [-0.860559, -1.615622, 0.584566], [-0.841239, 0.383346, -1.128834], [0.909895, 0.295958, -1.038165], [1.099845, 0.888633, 1.309763], [-0.673538, 0.536698, 1.662492], [-0.564171, 2.623077, -0.093372]], "forces_ev_per_a": [[-0.955, 0.562, -2.303], [1.760, 0.826, 2.007], [2.173, 0.168, 0.804], [0.197, -2.448, -1.018], [-0.354, -0.410, -1.012], [0.103, -0.921, 0.878], [-0.151, 0.500, 0.437], [-0.716, -0.224, -0.636], [-0.835, 0.467, 0.033], [-1.030, 0.199, 0.755], [-1.306, 0.402, -0.269], [0.766, 1.079, -0.699], [0.348, -0.201, 1.025]], "mulliken_charge": [-0.52, -0.40, -0.73, -0.27, -0.50, 0.32, 0.26, 0.30, 0.44, 0.32, 0.24, 0.21, 0.33]}

---

Entry 2:
{"formula": "C33H40BCl2FIN9O2SiZr", "method": "wB97M-V/def2-TZVPD", "de_lowest_ev": 4.072, "charge": 1, "largest_force_ev_per_a": 4.842, "multiplicity": 2, "homo_ev": [-10.97, -10.97], "elements": ["Zr", "C", "C", "C", "C", "N", "N", "B", "N", "C", "C", "C", "C", "N", "N", "C", "C", "C", "C", "N", "N", "C", "C", "C", "C", "N", "H", "H", "H", "H", "H", "H", "H", "H", "H", "H", "H", "H", "H", "H", "H", "H", "H", "H", "H", "H", "C", "Si", "C", "C", "N", "C", "C", "C", "C", "C", "C", "F", "H", "H", "H", "H", "H", "H", "H", "H", "H", "H", "H", "H", "H", "O", "C", "O", "C", "C", "C", "C", "C", "C", "H", "H", "H", "H", "H", "Cl", "C", "Cl", "H", "H", "I"], "coordinates": [[-5.936606, -16.980826, 8.234612], [-9.242667, -15.439177, 8.045536], [-9.055859, -16.820078, 7.534940], [-9.936766, -17.608469, 6.771230], [-9.398954, -18.912715, 6.868356], [-8.306555, -18.899186, 7.679994], [-8.061767, -17.604275, 7.993071], [-7.586246, -20.132582, 8.539899], [-6.477362, -20.443134, 7.510584], [-6.192462, -21.573531, 6.952032], [-5.180454, -21.415437, 6.086505], [-4.891441, -20.054029, 6.068235], [-3.937108, -19.385672, 5.054513], [-5.697716, -19.443060, 7.000085], [-6.882947, -19.619330, 9.802808], [-7.025151, -20.135305, 11.041838], [-5.990092, -19.789791, 11.787663], [-5.190126, -18.942243, 10.973050], [-3.998884, -18.298730, 11.385724], [-5.772901, -18.786748, 9.806975], [-8.557487, -21.278272, 8.710524], [-9.650856, -21.002409, 9.403297], [-10.041582, -22.173043, 9.956580], [-9.073233, -23.133025, 9.624847], [-9.054788, -24.578118, 9.783400], [-8.160534, -22.553231, 8.885674], [-8.342084, -14.827425, 8.066074], [-10.074657, -14.983241, 7.508895], [-9.668173, -15.488900, 8.989202], [-10.790099, -17.218859, 6.165204], [-9.721042, -19.810667, 6.418087], [-6.910965, -22.343388, 7.168859], [-4.783276, -22.146739, 5.448190], [-4.144163, -18.283859, 4.965081], [-2.813363, -19.338983, 5.364276], [-4.189481, -19.799495, 4.110282], [-7.848671, -20.867208, 11.192579], [-5.827076, -19.935158, 12.854402], [-3.833572, -18.486438, 12.436543], [-3.026292, -18.644503, 10.961597], [-3.975334, -17.171315, 11.346278], [-10.027302, -20.008782, 9.536524], [-10.912746, -22.294044, 10.590890], [-9.929073, -24.985360, 9.307317], [-8.140142, -25.044801, 9.419714], [-9.095256, -24.892958, 10.840011], [-3.934864, -13.810195, 9.259569], [-5.062400, -13.625683, 7.773090], [-6.170377, -12.132725, 7.943437], [-3.890318, -13.410849, 6.179251], [-6.093698, -15.100636, 7.310220], [-6.749134, -15.031030, 6.101179], [-7.561971, -14.053764, 5.491774], [-8.303546, -14.158111, 4.352947], [-8.367837, -15.356486, 3.602138], [-7.615408, -16.329988, 4.229507], [-6.818733, -16.206090, 5.376700], [-6.229401, -17.360265, 5.976074], [-2.843595, -13.978652, 8.998663], [-4.194862, -14.705330, 9.894529], [-4.109938, -12.946654, 9.856987], [-5.987045, -11.354295, 7.203215], [-5.700540, -11.729004, 8.776503], [-7.205436, -12.287746, 8.218466], [-2.928369, -13.862290, 6.397281], [-3.712312, -12.387488, 6.146173], [-4.148271, -13.670314, 5.168814], [-7.585731, -13.241815, 6.183671], [-8.674216, -13.235666, 3.982685], [-8.752457, -15.673425, 2.604618], [-7.671763, -17.376493, 3.687258], [-4.114534, -17.162988, 7.022122], [-3.296043, -16.988028, 7.953124], [-3.844332, -16.714320, 9.097834], [-1.766637, -16.954839, 7.790044], [-1.026207, -16.755585, 6.634296], [0.397459, -16.922518, 6.618007], [1.016122, -17.235720, 7.817461], [0.246560, -17.368635, 9.000527], [-1.109301, -17.361597, 8.975876], [-1.483630, -16.543054, 5.663615], [0.926818, -16.768021, 5.720603], [2.086686, -17.345642, 7.966789], [0.703507, -17.647284, 9.970423], [-1.679556, -17.471283, 9.953600], [-10.935505, -10.759795, 10.147729], [-10.280220, -9.270878, 10.849123], [-8.793273, -8.762686, 10.086069], [-10.074901, -9.372337, 11.868876], [-11.032649, -8.525131, 10.646090], [-6.852181, -15.817202, 10.691694]], "forces_ev_per_a": [[1.761, -4.060, 1.441], [-0.201, 0.345, -1.981], [-0.282, -0.915, -0.164], [0.444, -0.092, -0.369], [0.418, 1.338, 0.915], [-1.587, 0.313, -0.253], [-0.051, 0.042, 1.034], [1.329, 0.693, -2.496], [0.253, 2.081, 0.706], [-1.577, -2.142, 0.370], [0.863, 0.533, -1.246], [0.048, 1.021, 0.682], [0.507, 2.148, 2.298], [0.624, -0.196, 0.066], [-0.459, 0.837, 0.299], [-2.510, -2.154, -1.703], [2.123, 1.319, 1.901], [-2.057, -1.015, 0.224], [3.377, 2.345, 1.478], [-0.665, -0.609, -1.581], [2.089, 2.098, -0.330], [-1.294, -0.391, 0.724], [-1.759, -0.413, 1.661], [-0.028, 0.938, -0.734], [0.261, -1.235, 1.477], [0.822, -0.265, -0.561], [-0.398, 0.023, 0.067], [0.393, 0.345, -0.595], [-0.264, -0.266, 2.271], [0.864, -0.706, 0.805], [-0.402, -0.846, -0.155], [0.659, -0.744, -0.038], [0.496, -0.754, -0.672], [-0.141, -1.103, 0.159], [-1.960, -0.852, -0.703], [0.566, -0.655, -0.901], [0.742, 0.799, 0.148], [0.006, -0.291, -0.492], [-0.193, -0.258, 0.500], [-1.017, 0.044, -0.309], [-0.335, -1.219, -0.348], [-0.212, 0.230, -0.207], [0.140, -0.147, -0.162], [-0.250, -0.447, -0.314], [-0.123, 0.247, -0.401], [-0.220, 0.265, -0.229], [0.362, -2.248, -0.161], [0.903, 0.101, -1.942], [0.141, -0.653, -0.904], [-0.727, -1.528, 1.618], [0.202, 2.647, -1.181], [-0.103, -1.917, -0.035], [0.839, 0.898, 1.843], [0.067, 0.245, -1.215], [1.590, 0.005, 1.086], [0.891, -4.608, -1.189], [-1.145, -2.063, -0.822], [-1.530, 2.334, -2.035], [-1.300, 0.546, 0.146], [0.152, 1.117, -0.627], [0.257, 0.808, 0.564], [-0.476, -0.298, -0.429], [0.605, 1.051, 2.039], [-0.238, 0.049, -0.201], [0.159, -0.273, 0.094], [0.387, 2.166, 0.062], [-0.662, -0.477, -0.272], [-0.502, 1.342, -0.517], [-0.922, 0.546, -0.177], [-0.242, 1.166, 1.100], [0.522, 1.988, 1.508], [0.342, 0.016, -0.944], [0.741, 1.579, 0.934], [0.480, -0.606, -1.083], [-1.244, -1.248, 1.135], [0.776, -0.358, -0.882], [-1.962, 0.064, 1.823], [-0.246, 0.267, 1.048], [1.304, -1.193, 0.283], [-1.386, 1.372, 0.935], [-0.190, 0.069, 0.492], [0.558, 0.064, -0.853], [-0.072, 0.061, -0.550], [0.086, 0.345, -0.869], [0.697, 0.032, -1.661], [0.138, -0.218, 0.166], [-0.623, 0.245, -1.481], [0.501, 0.106, -0.320], [0.033, -0.418, 1.431], [-0.026, 0.253, 0.183], [0.065, 0.396, -0.423]], "lowdin_spin": [0.00, 0.00, 0.00, 0.00, 0.00, 0.00, 0.00, 0.00, 0.00, 0.00, 0.00, 0.00, 0.00, 0.00, 0.00, 0.00, 0.00, 0.00, 0.00, 0.00, 0.00, 0.00, 0.00, 0.00, 0.00, 0.00, 0.00, 0.00, 0.00, 0.00, 0.00, 0.00, 0.00, 0.00, 0.00, 0.00, 0.00, 0.00, 0.00, 0.00, 0.00, 0.00, 0.00, 0.00, 0.00, 0.00, 0.00, 0.02, 0.01, 0.03, 0.43, 0.06, 0.08, -0.01, 0.13, -0.01, 0.11, 0.02, 0.00, 0.00, 0.00, 0.00, 0.00, 0.00, 0.00, 0.00, 0.00, 0.00, 0.00, 0.01, 0.00, 0.01, 0.00, 0.00, 0.00, 0.00, 0.00, 0.00, 0.00, 0.00, 0.00, 0.00, 0.00, 0.00, 0.00, 0.00, 0.00, 0.00, 0.00, 0.00, 0.10]}